{
  "formula": "C26H78N4O11",
  "method": "wB97M-V/def2-TZVPD",
  "symbols": ["C", "O", "C", "C", "C", "N", "H", "H", "H", "H", "H", "H", "H", "H", "H", "H", "H", "C", "O", "C", "C", "C", "N", "H", "H", "H", "H", "H", "H", "H", "H", "H", "H", "H", "C", "O", "C", "C", "C", "N", "H", "H", "H", "H", "H", "H", "H", "H", "H", "H", "H", "C", "O", "C", "C", "C", "N", "H", "H", "H", "H", "H", "H", "H", "H", "H", "H", "H", "C", "C", "O", "H", "H", "H", "H", "H", "H", "C", "C", "O", "H", "H", "H", "H", "H", "H", "C", "C", "O", "H", "H", "H", "H", "H", "H", "C", "O", "H", "H", "H", "H", "C", "O", "H", "H", "H", "H", "C", "O", "H", "H", "H", "H", "C", "O", "H", "H", "H", "H"],
  "positions_angstrom": [[3.725, -3.440, -0.858], [3.616, -4.704, -1.395], [2.693, -5.589, -0.661], [3.095, -5.904, 0.791], [4.298, -6.741, 0.942], [2.039, -6.592, 1.462], [2.828, -2.821, -0.838], [4.454, -2.939, -1.494], [4.137, -3.385, 0.149], [1.714, -5.109, -0.642], [2.486, -6.547, -1.138], [3.263, -4.979, 1.343], [4.209, -7.723, 0.477], [4.562, -6.927, 1.983], [5.212, -6.412, 0.447], [2.286, -6.621, 2.441], [1.236, -5.995, 1.325], [7.221, 6.129, -1.187], [5.975, 6.057, -1.931], [4.800, 5.889, -1.080], [4.674, 4.475, -0.473], [4.716, 3.351, -1.539], [3.451, 4.395, 0.258], [7.303, 5.264, -0.529], [7.189, 7.050, -0.605], [8.038, 5.934, -1.882], [4.881, 6.744, -0.409], [3.940, 6.150, -1.697], [5.539, 4.298, 0.167], [5.444, 3.563, -2.323], [3.802, 3.290, -2.129], [5.011, 2.375, -1.153], [2.684, 4.516, -0.387], [3.390, 5.244, 0.803], [-6.439, -2.489, -1.627], [-7.581, -1.761, -2.138], [-7.229, -0.529, -2.665], [-8.446, 0.273, -3.082], [-9.453, -0.554, -3.890], [-8.010, 1.409, -3.873], [-5.653, -2.641, -2.366], [-6.863, -3.435, -1.289], [-6.104, -2.024, -0.699], [-6.727, 0.090, -1.922], [-6.538, -0.642, -3.501], [-8.868, 0.680, -2.163], [-10.077, -1.175, -3.248], [-9.041, -1.190, -4.674], [-10.179, 0.040, -4.446], [-8.854, 1.834, -4.230], [-7.605, 1.094, -4.743], [6.516, -3.189, 4.828], [6.372, -1.797, 4.553], [5.051, -1.358, 4.271], [4.985, 0.079, 3.684], [5.303, 1.198, 4.685], [3.666, 0.391, 3.183], [7.544, -3.463, 5.061], [6.317, -3.872, 4.002], [5.844, -3.608, 5.577], [4.507, -2.049, 3.627], [4.472, -1.339, 5.195], [5.715, 0.108, 2.875], [4.680, 1.216, 5.579], [5.151, 2.140, 4.159], [6.311, 1.146, 5.095], [3.067, 0.664, 3.950], [3.657, 1.255, 2.661], [-0.118, -0.595, 6.008], [-0.256, 0.937, 6.043], [0.900, 1.656, 6.285], [-1.088, -1.070, 5.864], [0.375, -0.899, 6.932], [0.444, -0.980, 5.158], [-1.092, 1.159, 6.705], [-0.627, 1.253, 5.068], [0.744, 2.599, 6.197], [-1.888, 1.308, 0.366], [-0.709, 0.457, -0.204], [-0.347, -0.424, 0.882], [-2.729, 0.692, 0.682], [-2.307, 1.946, -0.412], [-1.576, 1.954, 1.187], [0.133, 1.039, -0.579], [-1.023, -0.084, -1.097], [0.492, -0.172, 1.275], [-1.199, -3.607, -4.102], [-1.061, -2.362, -4.880], [-0.964, -2.674, -6.269], [-0.495, -4.336, -4.503], [-2.216, -3.988, -4.199], [-0.908, -3.515, -3.055], [-0.185, -1.766, -4.625], [-2.005, -1.828, -4.768], [-0.866, -1.908, -6.839], [-7.191, 3.829, 0.382], [-7.036, 4.444, -0.923], [-8.233, 3.747, 0.692], [-6.872, 2.789, 0.328], [-6.523, 4.341, 1.076], [-7.387, 3.863, -1.601], [-3.046, 2.278, -4.789], [-2.866, 2.628, -6.096], [-3.738, 1.438, -4.746], [-2.137, 1.830, -4.388], [-3.311, 3.074, -4.093], [-3.640, 2.344, -6.588], [-0.723, 6.123, -1.180], [-0.185, 4.953, -1.791], [-0.536, 7.009, -1.787], [-1.794, 6.095, -0.983], [-0.338, 6.184, -0.162], [0.002, 5.172, -2.707], [-2.467, -4.546, 2.696], [-1.143, -4.065, 2.421], [-2.828, -4.097, 3.621], [-3.105, -4.238, 1.867], [-2.492, -5.623, 2.858], [-1.241, -3.163, 2.107]],
  "mulliken_charge": [-0.661, -0.343, -0.768, 0.958, -1.637, -0.787, 0.273, 0.283, 0.248, 0.343, 0.376, 0.112, 0.357, 0.371, 0.344, 0.291, 0.236, -0.685, -0.386, -0.702, 0.570, -1.274, -0.638, 0.253, 0.296, 0.273, 0.449, 0.245, 0.172, 0.345, 0.316, 0.311, 0.202, 0.265, -0.765, -0.319, -0.589, 0.518, -1.458, -0.671, 0.295, 0.276, 0.307, 0.339, 0.264, 0.193, 0.329, 0.323, 0.466, 0.248, 0.256, -0.761, -0.315, -0.612, 0.448, -1.462, -0.529, 0.301, 0.258, 0.331, 0.291, 0.249, 0.265, 0.364, 0.370, 0.370, 0.203, 0.234, -1.008, -0.212, -0.542, 0.338, 0.318, 0.232, 0.358, 0.206, 0.312, -0.934, -0.099, -0.439, 0.288, 0.326, 0.233, 0.242, 0.128, 0.240, -1.052, -0.001, -0.567, 0.298, 0.296, 0.293, 0.304, 0.136, 0.292, -0.477, -0.516, 0.261, 0.177, 0.242, 0.300, -0.351, -0.516, 0.131, 0.184, 0.228, 0.324, -0.613, -0.467, 0.325, 0.247, 0.223, 0.283, -0.530, -0.430, 0.222, 0.244, 0.225, 0.273],
  "smiles": "COC[C@H](C)N.COC[C@H](C)N.COC[C@H](C)N.COC[C@H](C)N.CCO.CCO.CCO.CO.CO.CO.CO",
  "e_above_lowest_kcal_mol": 115.3,
  "gap_ev": 9.256,
  "homo_ha": -0.3330
}


{
  "formula": "C7H12O2",
  "method": "wB97M-V/def2-TZVPD",
  "symbols": ["C", "C", "C", "O", "C", "C", "C", "C", "O", "H", "H", "H", "H", "H", "H", "H", "H", "H", "H", "H", "H"],
  "positions_angstrom": [[-0.893, -1.921, 0.930], [-1.106, -0.574, 0.324], [-2.678, -0.129, 0.358], [-3.185, 0.938, 0.115], [-0.253, 0.274, -0.215], [-0.496, 1.593, -0.848], [1.338, -0.263, -0.150], [2.304, 0.716, -0.801], [1.730, -0.557, 1.171], [0.116, -2.300, 0.803], [-1.089, -1.876, 2.002], [-1.581, -2.644, 0.493], [-3.323, -0.966, 0.720], [-1.561, 1.804, -0.895], [-0.019, 2.386, -0.271], [-0.079, 1.615, -1.853], [1.378, -1.220, -0.681], [2.256, 1.695, -0.325], [2.091, 0.830, -1.861], [3.321, 0.336, -0.696], [1.727, 0.261, 1.681]],
  "nbo_charge": [-0.649, -0.117, 0.432, -0.531, 0.052, -0.675, 0.083, -0.642, -0.716, 0.239, 0.225, 0.215, 0.098, 0.263, 0.220, 0.219, 0.180, 0.201, 0.215, 0.223, 0.466],
  "smiles": "C/C(C=O)=C(/C)[C@@H](C)O",
  "e_above_lowest_kcal_mol": 29.4,
  "gap_ev": 9.815,
  "homo_ha": -0.3361
}


{
  "formula": "C29H31BClF3O2S",
  "method": "wB97M-V/def2-TZVPD",
  "symbols": ["C", "C", "C", "O", "B", "C", "C", "C", "C", "C", "Cl", "C", "C", "C", "C", "C", "C", "O", "C", "C", "C", "H", "H", "H", "H", "H", "H", "H", "H", "H", "H", "H", "H", "H", "H", "H", "H", "H", "H", "H", "H", "H", "H", "C", "C", "C", "C", "C", "C", "C", "C", "C", "C", "F", "F", "F", "C", "C", "S", "H", "H", "H", "H", "H", "H", "H", "H", "H"],
  "positions_angstrom": [[3.193, -0.221, 4.947], [2.138, -1.261, 4.597], [1.997, -2.185, 5.792], [0.938, -0.483, 4.327], [0.973, -0.339, 2.921], [1.040, 0.968, 2.115], [2.555, 1.318, 1.819], [3.214, 0.883, 0.659], [4.603, 1.113, 0.454], [5.364, 1.788, 1.430], [7.086, 1.891, 1.319], [4.682, 2.349, 2.506], [3.297, 2.177, 2.633], [0.281, 1.085, 0.812], [-0.658, 2.042, 0.825], [-0.692, 2.799, 2.124], [0.344, 2.050, 2.997], [1.380, -1.495, 2.284], [2.378, -2.022, 3.196], [3.724, -1.740, 2.546], [2.146, -3.507, 3.223], [4.218, -0.619, 4.970], [3.135, 0.615, 4.239], [2.972, 0.200, 5.941], [2.911, -2.793, 5.893], [1.891, -1.608, 6.721], [1.141, -2.864, 5.719], [2.685, 0.323, -0.097], [5.108, 0.748, -0.438], [5.231, 2.944, 3.257], [2.819, 2.713, 3.450], [0.547, 0.512, -0.079], [-1.408, 2.259, 0.056], [-1.680, 2.778, 2.624], [-0.421, 3.859, 2.008], [-0.223, 1.541, 3.783], [1.002, 2.739, 3.522], [4.551, -2.230, 3.075], [3.692, -2.127, 1.520], [3.933, -0.665, 2.480], [3.023, -3.982, 3.673], [1.244, -3.760, 3.783], [2.023, -3.875, 2.200], [-1.830, -6.078, 3.288], [-1.474, -4.673, 3.549], [-1.495, -4.028, 4.788], [-1.324, -2.613, 4.674], [-1.088, -2.207, 3.362], [-1.300, -0.862, 2.897], [-1.971, 0.043, 3.786], [-3.157, 0.656, 3.436], [-3.638, 0.525, 2.137], [-4.813, 1.357, 1.720], [-5.109, 1.220, 0.395], [-5.954, 1.084, 2.422], [-4.520, 2.686, 1.931], [-2.940, -0.249, 1.205], [-1.755, -0.834, 1.557], [-1.149, -3.546, 2.268], [-1.976, -6.587, 4.245], [-2.761, -6.145, 2.708], [-1.039, -6.591, 2.726], [-1.665, -4.561, 5.707], [-1.358, -1.929, 5.505], [-1.683, 0.095, 4.835], [-3.735, 1.228, 4.159], [-3.349, -0.371, 0.215], [-1.224, -1.403, 0.793]],
  "nbo_charge": [-0.632, 0.260, -0.634, -0.856, 1.513, -0.690, 0.131, -0.213, -0.229, -0.058, 0.013, -0.225, -0.249, -0.165, -0.163, -0.450, -0.367, -0.856, 0.251, -0.632, -0.630, 0.216, 0.227, 0.215, 0.218, 0.217, 0.227, 0.221, 0.228, 0.229, 0.220, 0.215, 0.214, 0.216, 0.213, 0.222, 0.211, 0.212, 0.222, 0.226, 0.206, 0.224, 0.226, -0.641, -0.187, -0.267, -0.238, -0.199, -0.209, -0.071, -0.220, -0.126, 0.974, -0.324, -0.324, -0.331, -0.217, -0.040, 0.450, 0.226, 0.225, 0.223, 0.222, 0.227, 0.220, 0.232, 0.234, 0.219],
  "smiles": "CC1(C)OB([C@@]2(c3ccc(Cl)cc3)C=CCC2)OC1(C)C.Cc1ccc(-c2ccc(C(F)(F)F)cc2)s1",
  "e_above_lowest_kcal_mol": 43.1,
  "gap_ev": 7.128,
  "homo_ha": -0.2851
}